# 1
90
Properties=species:S:1:pos:R:3 method="wB97M-V/def2-TZVPD" charge=-1 homo_ev=-4.34 orbital_gap_ev=6.0 largest_force_ev_per_a=4.1
C 4.3192 0.5462 1.6888
N 2.9468 0.7462 1.1463
C 2.7374 2.1333 0.6166
P 1.5493 3.1882 1.6685
N 0.4070 4.1497 2.7209
C 0.5872 1.6647 2.4240
Br 1.1417 0.8748 4.1838
C -0.5318 1.0988 1.7633
C -1.3413 -0.1153 2.4189
Br -1.1413 1.8291 0.0015
O 2.7195 2.9889 2.9798
C 3.7520 3.9574 3.0560
C 3.4171 5.0965 1.9676
O 2.2306 4.7516 1.2202
H 4.7658 1.4753 2.1532
H 4.3410 -0.2509 2.5107
H 5.0311 0.1791 0.8727
H 2.8671 0.1063 0.3458
H 2.4037 2.0305 -0.4659
H 3.7566 2.6604 0.6246
H 0.6135 3.5041 0.6464
H 0.7591 5.0974 2.8705
H 0.2795 3.6454 3.6053
H -2.4354 0.1803 2.5641
H -0.9202 -0.2407 3.4521
H -1.2300 -1.0743 1.8234
H 3.9398 4.4864 4.0424
H 4.8092 3.6473 2.7508
H 3.1910 6.1538 2.3173
H 4.2222 5.0880 1.1572
C 7.4345 -3.0093 4.1113
C 6.3162 -2.0827 4.4732
O 6.5796 -0.9367 3.6854
C 7.2243 -1.3941 2.5767
O 7.3679 -0.7659 1.5743
O 7.6820 -2.6677 2.7521
F 6.3781 -1.7323 5.7820
H 8.3372 -2.8296 4.7016
H 7.1544 -4.0587 4.2086
H 5.3203 -2.4683 4.2401
C 2.9678 -4.6406 0.9379
C 3.5810 -3.3614 1.4126
O 3.5824 -3.5098 2.8219
C 3.6779 -4.8488 3.0462
O 3.9754 -5.3323 4.0978
O 3.4025 -5.5690 1.9272
F 2.8097 -2.3031 1.0920
H 1.8756 -4.6065 0.9281
H 3.3189 -4.9292 -0.0532
H 4.6032 -3.1932 1.0599
C -3.1738 0.9065 -3.1366
C -3.8440 1.6373 -4.2574
O -4.7132 0.6625 -4.8007
C -5.0337 -0.1605 -3.7635
O -5.9458 -0.9298 -3.7783
O -4.1943 0.0078 -2.7108
F -2.9486 2.0006 -5.2142
H -2.3025 0.3357 -3.4677
H -2.8704 1.5691 -2.3273
H -4.4222 2.5103 -3.9433
C -2.3645 3.3063 -7.8017
C -3.0105 3.9733 -8.9762
O -2.8758 5.3481 -8.6774
C -1.7455 5.4510 -7.9206
O -1.1724 6.4724 -7.7100
O -1.3506 4.2390 -7.4431
F -4.3318 3.6720 -9.0450
H -3.0496 3.1761 -6.9643
H -1.9343 2.3375 -8.0569
H -2.5329 3.7576 -9.9362
C 0.0513 -7.0407 5.0028
C -1.0717 -6.1165 5.3603
O -0.8171 -4.9800 4.5595
C -0.1742 -5.4460 3.4542
O -0.0394 -4.8262 2.4459
O 0.2910 -6.7117 3.6399
F -1.0087 -5.7516 6.6639
H 0.9552 -6.8496 5.5873
H -0.2214 -8.0907 5.1112
H -2.0673 -6.5088 5.1350
C -9.3052 1.0070 -5.0555
C -8.6146 0.5395 -3.8125
O -9.6429 0.5774 -2.8402
C -10.8005 0.3606 -3.5232
O -11.8341 0.0600 -3.0126
O -10.6297 0.5222 -4.8655
F -7.6372 1.4052 -3.4428
H -9.3259 2.0969 -5.1409
H -8.8606 0.5925 -5.9603
H -8.2074 -0.4715 -3.8777

=====

# 2
67
Properties=species:S:1:pos:R:3 method="wB97M-V/def2-TZVPD" charge=0 homo_ev=-8.47 orbital_gap_ev=7.5 smiles="Cc1ccc(C(C)C)c(OCC2=C(OCCNC[C@H](C)O)C(=O)C(C[C@H](C)O)=C(Br)C2=O)c1" largest_force_ev_per_a=2.9
C 0.7773 -2.3740 2.6976
C 1.5938 -2.1451 1.3751
C 3.0208 -1.8493 1.3582
C 3.6701 -1.7026 0.0617
C 2.9534 -1.8353 -1.2168
C 3.8211 -1.6977 -2.5077
C 3.9914 -0.2094 -3.0305
C 3.3935 -2.6948 -3.6712
C 1.5110 -2.0855 -1.1921
O 0.7320 -2.2155 -2.3463
C 0.4943 -0.9656 -3.0105
C 0.1982 0.2311 -2.0608
C -0.7639 0.2815 -1.1041
O -1.6070 -0.7897 -0.8888
C -2.8944 -0.5411 -1.5263
C -3.9917 -1.3768 -0.7198
N -3.5026 -1.6580 0.6619
C -4.5572 -1.4312 1.6738
C -4.3998 -0.0562 2.4402
C -4.8489 1.1938 1.5878
O -3.0384 0.0560 2.8520
C -0.9104 1.5806 -0.2365
O -1.9167 1.7840 0.3996
C 0.2503 2.6248 -0.1494
C 0.3481 3.7007 0.9649
C 1.4600 3.4263 2.0524
C 0.7873 3.2976 3.4950
O 2.3370 4.5723 2.1006
C 1.2127 2.5838 -1.1110
Br 2.7614 3.7378 -1.2210
C 1.0521 1.5221 -2.2412
O 1.5912 1.7581 -3.2994
C 0.8724 -2.2363 0.1097
H 0.4108 -1.4190 3.1413
H -0.1152 -2.9947 2.4027
H 1.3727 -3.0083 3.4021
H 3.5442 -1.7629 2.3366
H 4.7661 -1.4809 0.0879
H 4.8588 -2.0359 -2.2199
H 5.0628 -0.0191 -3.3228
H 3.3382 -0.0873 -3.9369
H 3.7603 0.5423 -2.2339
H 2.4453 -2.3973 -4.1746
H 4.2194 -2.6395 -4.4297
H 3.3670 -3.7483 -3.2966
H 1.2985 -0.6807 -3.7353
H -0.4348 -1.1163 -3.6331
H -3.1809 0.5399 -1.4891
H -2.7915 -0.8816 -2.5944
H -4.1013 -2.3546 -1.2723
H -4.9395 -0.7869 -0.7137
H -3.2050 -2.6319 0.6975
H -4.4252 -2.2314 2.4568
H -5.5984 -1.4901 1.2512
H -5.0827 -0.1239 3.3403
H -5.9287 1.4620 1.7186
H -4.5953 1.0316 0.5097
H -4.2500 2.0794 1.9432
H -2.8746 0.9298 3.2403
H -0.6276 3.9215 1.4669
H 0.6388 4.6623 0.4504
H 2.0112 2.4924 1.7757
H -0.3281 3.2093 3.4512
H 1.1637 2.3482 3.9553
H 1.0620 4.1816 4.1305
H 2.9747 4.4648 2.8245
H -0.2140 -2.4612 0.1731

=====

# 3
85
Properties=species:S:1:pos:R:3 method="wB97M-V/def2-TZVPD" charge=-1 homo_ev="-3.16 / -5.26" orbital_gap_ev="2.3 / 4.3" multiplicity=2 largest_force_ev_per_a=4.8
C -1.1895 0.1741 0.4900
C -0.1952 0.8892 -0.1185
C 0.0998 0.6789 -1.6167
O 0.9252 1.3435 -2.2305
C -0.6664 -0.4063 -2.1987
C -1.6217 -1.1094 -1.5034
C -1.9996 -0.8916 -0.0246
O -2.8593 -1.4567 0.6692
O -2.3589 -2.1095 -2.1255
O 0.4802 1.8543 0.5489
H -1.2036 0.2643 1.5661
H -0.6394 -0.6148 -3.2580
H -3.0739 -2.2873 -1.5102
H 1.0145 2.4378 0.0050
C 1.2135 -3.6573 3.3239
C 0.4552 -2.5267 3.2663
C -0.9779 -2.4981 3.5386
O -1.6686 -1.4996 3.6099
C -1.5457 -3.7913 3.7523
C -0.8255 -4.9287 3.8848
C 0.7217 -4.9578 3.6906
O 1.4311 -5.9322 3.9305
O -1.4384 -6.1093 4.0614
O 1.0081 -1.3511 2.7569
H 2.1854 -3.6087 2.8554
H -2.6115 -3.7869 3.9271
H -0.7989 -6.7050 4.4586
H 0.4451 -0.6435 3.0791
C 0.2341 1.2378 6.0912
C 0.7927 2.0284 7.0543
C 1.7490 3.1189 6.8201
O 2.3879 3.7040 7.6646
C 2.0489 3.2617 5.3646
C 1.4848 2.4395 4.4691
C 0.4074 1.4381 4.7009
O -0.2275 0.8264 3.8297
O 1.7965 2.5889 3.1565
O 0.3158 1.9337 8.3490
H -0.4828 0.5135 6.4488
H 2.8116 3.9533 5.0383
H 1.3456 1.9293 2.6242
H 0.6987 2.6655 8.8383
C 3.8497 3.7117 -5.4412
C 3.0399 2.8269 -4.8362
C 2.1899 1.8338 -5.4951
O 1.2959 1.1426 -5.0450
C 2.5065 1.7622 -6.9464
C 3.3863 2.5613 -7.5584
C 4.0063 3.7496 -6.8706
O 4.6697 4.6540 -7.4002
O 3.4975 2.4344 -8.9264
O 2.8345 3.0832 -3.4752
H 4.3449 4.4200 -4.7934
H 2.0481 0.9941 -7.5517
H 3.7356 3.3083 -9.2447
H 2.0918 2.5144 -3.2594
O -2.9637 1.2383 3.7716
H -2.1609 0.7470 3.5974
H -3.4679 1.1695 2.9609
O -4.9757 -2.5103 -1.3427
H -5.7062 -1.9677 -1.0458
H -5.0668 -2.5351 -2.2952
O 3.8896 1.8996 -0.1410
H 4.2793 1.1171 -0.5310
H 4.6020 2.2994 0.3579
O -2.1742 -2.8289 -5.4900
H -1.8342 -3.0440 -4.6215
H -1.4452 -2.3940 -5.9322
O -0.0213 -1.2102 -5.9788
H 0.2076 -1.2030 -6.9082
H 0.3649 -0.4067 -5.6303
O 2.3064 3.9726 0.3290
H 3.1000 3.5084 0.0627
H 2.0801 3.5935 1.1783
O -0.3901 4.8208 -0.0525
H 0.5580 4.6896 -0.0419
H -0.5004 5.7668 -0.1488
O -5.1596 -1.7902 1.8342
H -4.2334 -1.6866 1.6156
H -5.5173 -2.3170 1.1195
C -3.8951 -5.5556 -1.7174
Cl -3.8178 -7.2950 -1.3661
Cl -2.8990 -5.1178 -3.2147
H -4.9259 -5.2769 -1.9366
H -3.3983 -5.0893 -0.8667

=====

# 4
66
Properties=species:S:1:pos:R:3 method="wB97M-V/def2-TZVPD" charge=0 homo_ev="-8.10 / -8.19" orbital_gap_ev="7.9 / 7.3" largest_force_ev_per_a=0.5
Co 0.1687 -0.0751 0.2734
C -0.4410 1.8680 0.2049
C 0.0698 1.5085 -1.0669
C -0.7988 0.4334 -1.5740
C -1.7265 0.1617 -0.5508
C -1.5232 1.0162 0.5659
C -2.3811 1.0734 1.8068
C -2.4269 -0.3029 2.4770
C -3.7982 1.4747 1.3713
C -1.8373 2.1194 2.7786
C -0.9716 -0.2252 -2.9443
C -1.8480 0.7459 -3.7601
C -1.7499 -1.5433 -2.8113
C 0.3006 -0.5463 -3.7315
C 1.3007 2.2006 -1.6534
C 1.7986 3.2814 -0.6830
C 2.4660 1.2178 -1.8434
C 0.9431 2.9172 -2.9623
H -0.0127 2.6088 0.8570
H -2.4415 -0.6435 -0.5644
H -2.7999 -1.0686 1.7939
H -3.0892 -0.2676 3.3444
H -1.4366 -0.6105 2.8077
H -4.2352 0.7281 0.7051
H -3.7939 2.4356 0.8521
H -4.4426 1.5633 2.2477
H -0.7995 1.9109 3.0383
H -2.4269 2.1110 3.6968
H -1.9003 3.1232 2.3508
H -2.7992 0.9256 -3.2552
H -2.0568 0.3110 -4.7396
H -1.3593 1.7073 -3.9116
H -2.7694 -1.3914 -2.4562
H -1.2397 -2.2392 -2.1460
H -1.8203 -2.0089 -3.7950
H 0.8829 0.3348 -3.9813
H 0.0050 -1.0115 -4.6741
H 0.9305 -1.2462 -3.1862
H 2.0920 2.8587 0.2796
H 1.0504 4.0599 -0.5184
H 2.6815 3.7549 -1.1146
H 2.8083 0.8506 -0.8742
H 3.2976 1.7364 -2.3266
H 2.2060 0.3525 -2.4429
H 0.1096 3.6069 -2.8094
H 0.6748 2.2362 -3.7646
H 1.8030 3.4992 -3.2987
Cl 3.8701 -1.6695 0.8242
C 3.0620 -1.8951 2.3387
C 3.4483 -2.9916 3.0920
C 2.8792 -3.2012 4.3349
C 1.9515 -2.3006 4.8254
C 1.5820 -1.2100 4.0560
Cl 0.4661 -0.0947 4.7852
C 2.0926 -0.9802 2.7711
S 1.6397 0.4432 1.8259
H 4.1925 -3.6672 2.6956
H 3.1721 -4.0561 4.9295
H 1.5121 -2.4275 5.8045
Cl 0.6163 -4.7569 1.4310
C 0.5009 -3.9756 -0.1615
C 0.5046 -2.4662 -0.0799
O 1.0810 -1.8059 -0.9611
O -0.1302 -1.8976 0.8614
H -0.4386 -4.2946 -0.6114
H 1.3340 -4.3054 -0.7730

=====

# 5
64
Properties=species:S:1:pos:R:3 method="wB97M-V/def2-TZVPD" charge=-1 homo_ev="-3.41 / -3.46" orbital_gap_ev="5.8 / 5.9" multiplicity=4 largest_force_ev_per_a=4.1
C -0.7591 -2.9919 1.0375
C -1.3918 -2.2935 0.0072
C -0.4062 -1.6477 -0.7816
H -2.4781 -2.2432 -0.1726
C 0.8772 -1.8870 -0.1619
C 0.6523 -2.7732 0.9281
H 1.8298 -1.6231 -0.5992
C -2.9343 1.3457 1.9230
C -3.2847 0.3369 0.9935
C -2.5123 0.5189 -0.1901
H -4.0588 -0.4210 1.1381
C -1.6920 1.7115 0.0200
C -1.9552 2.1861 1.3549
H -0.5100 -1.2691 -1.8069
H 1.4442 -3.2409 1.4999
H -1.2546 -3.6440 1.7680
H -1.4814 3.0823 1.7823
H -2.6597 0.0517 -1.1854
H -3.4030 1.4835 2.8913
Co -0.2633 0.0911 0.7899
C -0.8742 2.3418 -1.1024
C -0.3427 3.7091 -0.6674
C -1.6290 2.4261 -2.4323
H -1.2035 4.3889 -0.5067
H 0.2945 4.1210 -1.4693
H 0.2512 3.5887 0.2621
H -2.5268 3.0327 -2.3124
H -1.8877 1.4183 -2.7721
H -0.9870 2.9216 -3.1660
C 0.2499 1.2959 -1.3425
C 1.5689 1.4862 -0.6710
H 0.3175 1.0501 -2.4122
H -0.0252 0.2927 -0.9612
O 1.5709 1.2708 0.5822
N 2.6258 1.7791 -1.5063
C 3.3126 0.6432 -2.1980
H 3.3191 2.4473 -1.1879
C 2.4722 -0.2325 -3.1017
C 2.7593 -1.6052 -3.1200
H 3.5761 -1.9679 -2.4908
C 2.0115 -2.4646 -3.9055
H 2.1842 -3.5440 -3.8447
C 0.9675 -1.9606 -4.6910
H 0.2877 -2.6394 -5.2022
C 0.7200 -0.5753 -4.7302
H -0.1418 -0.1818 -5.2713
C 1.5356 0.2938 -3.9952
H 1.4191 1.3813 -4.0851
H 3.7902 -0.0475 -1.4675
H 4.0956 1.1252 -2.7852
C 0.1259 0.5853 5.2325
Si -0.1676 -0.6549 3.8450
C 0.9894 -2.1411 4.2034
C -1.9529 -1.3047 4.0118
O 0.2490 0.1242 2.4932
H -0.2373 0.2078 6.1940
H -0.3909 1.5303 5.0237
H 1.1984 0.7970 5.3380
H 0.9851 -2.4400 5.2628
H 0.7536 -3.0462 3.6227
H 2.0252 -1.8505 3.9706
H -2.6912 -0.5243 4.2639
H -2.2806 -1.7666 3.0722
H -2.0770 -2.0848 4.7839

=====

# 6
90
Properties=species:S:1:pos:R:3 method="wB97M-V/def2-TZVPD" charge=0 homo_ev=-10.15 orbital_gap_ev=10.6 smiles="CCOC(=O)C(F)(F)F.CCOC(=O)C(F)(F)F.CCOC(=O)C(F)(F)F.CCOC(=O)C(F)(F)F.CCOC(=O)C(F)(F)F.CCOC(=O)C(F)(F)F.CO" largest_force_ev_per_a=2.9
C 5.6696 0.2424 1.5934
O 6.7749 1.1639 1.5861
H 6.0006 -0.7208 1.9952
H 4.9040 0.6484 2.2186
H 5.3815 0.1410 0.5478
H 6.7101 1.6736 2.3984
C 1.3271 -1.2879 -3.6715
C 0.0930 -2.1946 -3.8392
O -0.8184 -1.8048 -2.7342
C -1.8977 -2.6239 -2.6276
O -2.2045 -3.5711 -3.3458
C -2.7599 -2.1798 -1.4346
F -3.8149 -1.4448 -1.9035
F -3.2582 -3.2310 -0.8257
F -2.1340 -1.3763 -0.5948
H 1.0487 -0.2556 -3.8932
H 2.1254 -1.5863 -4.3148
H 1.7545 -1.4349 -2.6822
H 0.3055 -3.2593 -3.7160
H -0.3084 -1.9904 -4.8441
C 1.0339 1.7827 0.4076
C 0.1406 0.5827 0.0457
O 0.1599 -0.4095 1.0615
C 1.2423 -1.1945 1.0506
O 2.1866 -1.0834 0.3602
C 1.1032 -2.3282 2.0363
F 2.2035 -2.4627 2.7932
F 0.0297 -2.1659 2.7864
F 0.9784 -3.4382 1.2780
H 0.7353 2.3582 1.3119
H 1.1300 2.3696 -0.5355
H 2.0617 1.4347 0.5429
H 0.5449 0.1666 -0.8813
H -0.9164 0.9249 0.0033
C -8.1380 1.6473 -3.2134
C -7.0162 0.8081 -3.7628
O -5.7342 1.3793 -3.4250
C -5.3721 1.1836 -2.1219
O -5.8472 0.4269 -1.2900
C -4.2662 2.2221 -1.6800
F -3.3251 1.4751 -1.0408
F -3.6953 2.8028 -2.7529
F -4.6350 3.2323 -0.8948
H -8.1091 1.4697 -2.1182
H -9.1137 1.2971 -3.5675
H -7.9392 2.6768 -3.4131
H -7.0504 1.0428 -4.8244
H -7.0220 -0.2890 -3.6036
C 4.3550 -8.1943 -2.9549
C 3.2648 -7.4681 -3.6946
O 3.0864 -6.1280 -3.2537
C 2.4516 -5.9410 -2.1180
O 1.7960 -6.8046 -1.5805
C 2.6223 -4.5145 -1.6256
F 1.4215 -3.8797 -1.7228
F 2.9727 -4.4631 -0.3679
F 3.5309 -3.8123 -2.3107
H 4.6685 -9.0611 -3.5624
H 4.0842 -8.4997 -1.9438
H 5.2159 -7.5367 -2.9128
H 2.3346 -8.0129 -3.5418
H 3.4526 -7.4171 -4.7300
C -2.8784 1.6486 2.7210
C -1.4928 1.2320 3.2066
O -1.3786 1.4852 4.6331
C -0.2047 1.2333 5.1735
O 0.7802 0.7911 4.6026
C -0.2210 1.3644 6.7399
F -0.0333 0.1217 7.2121
F 0.7862 2.0797 7.1469
F -1.3171 1.8592 7.2584
H -2.8230 1.4502 1.6342
H -3.1278 2.7055 2.8435
H -3.7274 1.0954 3.1532
H -0.6610 1.8076 2.7169
H -1.3047 0.1928 2.9540
C 2.7253 5.6278 0.3779
C 1.7800 6.6775 1.0172
O 1.6561 6.3768 2.4149
C 0.6890 5.4845 2.7877
O -0.1264 4.8927 2.1335
C 0.8312 5.2007 4.3401
F 1.5857 4.0673 4.5420
F 1.3601 6.1316 5.1322
F -0.3940 4.9065 4.7221
H 2.2715 4.6308 0.3987
H 3.6114 5.6179 1.0138
H 3.0233 5.8497 -0.6561
H 0.7862 6.7239 0.6124
H 2.2780 7.6590 1.0222

=====

Number 1: M 987.31 g/mol, calculated total energy -8675.92122 a.u.. Number 2: M 524.45 g/mol, calculated total energy -4053.05823 a.u.. Number 3: M 789.43 g/mol, calculated total energy -3699.17162 a.u.. Number 4: M 563.90 g/mol, calculated total energy -4285.07830 a.u.. Number 5: M 467.57 g/mol, calculated total energy -2850.52275 a.u.. Number 6: M 884.50 g/mol, calculated total energy -3748.76298 a.u..